--- one ---
Molecular formula: C4H9N3
Method: DFT, wB97M-V/def2-TZVPD

```
! RIJCOSX wB97M-V def2-TZVPD def2/J DEFGRID3
* xyz 0 1
C -1.94174 -0.03921 -0.11106
C 1.38037 1.36465 0.05980
N -1.19700 -1.12315 -0.49841
N -1.08036 1.07763 -0.39901
C 0.12328 -0.85987 -0.34014
C 0.14241 0.51226 0.18572
N 0.99957 -1.90704 -0.02393
H -1.56487 -2.04466 -0.67329
H -1.38547 1.91014 0.09157
H 1.96960 -1.66149 -0.17205
H 0.88781 -2.28067 0.91615
H -2.97258 0.01442 -0.43007
H -0.44767 0.29080 1.32782
H 1.28232 2.28565 0.63428
H 1.54771 1.63562 -0.98300
H 2.25664 0.82492 0.41563
*
```

The gap between HOMO and LUMO (alpha / beta) is 7.3 / 7.3 eV. The value obtained for the LUMO energy (alpha / beta) is 0.99 / 1.00 eV.

---

--- two ---
Molecular formula: C4H9N3
Method: DFT, wB97M-V/def2-TZVPD

```
! RIJCOSX wB97M-V def2-TZVPD def2/J DEFGRID3
* xyz 0 1
C -0.89028 0.12311 -0.44952
C -0.38764 -1.42505 -0.29271
C -1.81994 0.59554 0.65913
N 0.38708 0.80374 -0.45044
C 1.37363 -0.10748 -0.11240
N 2.62999 0.35821 0.19013
N 1.01787 -1.33287 -0.03860
H 0.43594 1.73252 -0.06025
H -1.36962 0.23735 -1.42480
H 2.94374 1.14228 -0.36223
H 3.31083 -0.38274 0.26709
H -0.89347 -1.95912 0.51377
H -0.58160 -1.92123 -1.24604
H -2.74370 0.02119 0.64246
H -2.07141 1.64870 0.53148
H -1.34141 0.46585 1.63294
*
```

The gap between HOMO and LUMO is 9.3 eV. The SMILES is C[C@@H]1CN=C(N)N1. The value obtained for the LUMO energy is 1.01 eV.

---

--- three ---
Molecular formula: C4H9N3
Method: DFT, wB97M-V/def2-TZVPD

```
! RIJCOSX wB97M-V def2-TZVPD def2/J DEFGRID3
* xyz 0 1
C -0.93852 1.23224 -0.06107
C -1.29823 -1.69911 0.03207
N 1.16624 -1.72426 -0.01239
C 0.05812 -1.03175 -0.07408
C 2.12710 1.70421 0.13162
N 1.66613 0.68187 -0.47191
N 0.16497 0.31614 -0.28407
H 1.00951 -2.72671 -0.11981
H -1.37123 1.11473 0.93938
H -0.62314 2.27331 -0.14869
H -1.73354 1.03199 -0.78887
H -1.20405 -2.78669 0.00569
H -1.94180 -1.37613 -0.79018
H -1.77676 -1.40469 0.96960
H 3.09627 2.09425 -0.21250
H 1.59894 2.30058 0.88522
*
```

The gap between HOMO and LUMO is 9.2 eV. The SMILES is [H]/N=C(\C)N(C)N=C. The value obtained for the LUMO energy is 0.88 eV.

---

It is one that is the least stable of them.

---

--- one ---
Molecular formula: C4H9N3
Method: DFT, wB97M-V/def2-TZVPD

```
! RIJCOSX wB97M-V def2-TZVPD def2/J DEFGRID3
* xyz 0 1
C 1.33260 0.97080 -0.20886
C -0.64605 0.32063 -1.47668
C -0.21693 -0.35864 1.12399
C 0.35199 -0.06221 -0.29874
N 2.04294 1.85126 -0.21427
N -0.79962 0.62911 1.96558
N 1.00679 -1.26477 -1.00365
H -1.48495 -0.42453 -1.39752
H -1.08902 1.30509 -1.60844
H -0.03962 0.11319 -2.34767
H -0.88952 -1.22323 1.09539
H 0.55593 -0.70692 1.87481
H -0.10188 1.45990 2.32665
H -1.61482 1.08775 1.67919
H 1.43888 -1.87388 -0.21417
H 0.15326 -1.82356 -1.29560
*
```

The gap between HOMO and LUMO is 10.4 eV. The SMILES is C[C@@](N)(C#N)CN. The value obtained for the LUMO energy is 0.79 eV.

---

--- two ---
Molecular formula: C4H9N3
Method: DFT, wB97M-V/def2-TZVPD

```
! RIJCOSX wB97M-V def2-TZVPD def2/J DEFGRID3
* xyz 0 1
C 0.88430 -0.92781 0.13804
C 0.23293 0.40243 0.11323
C -0.73148 0.58494 1.19274
C -0.49031 0.65977 -1.18179
N 1.49463 1.28402 0.00414
N 2.52525 0.58481 -0.15330
N 2.25800 -0.68557 -0.15369
H 0.79621 -1.38922 1.14711
H 0.35232 -1.57236 -0.58686
H -1.38259 1.49230 0.94186
H -0.29782 0.77456 2.11202
H -1.42284 -0.36798 1.33914
H -0.60405 1.74358 -1.15594
H -1.50736 0.22843 -1.11221
H 0.14466 0.44688 -2.16147
H 2.95734 -1.29013 0.02890
*
```

The gap between HOMO and LUMO is 9.9 eV. The SMILES is CC1(C)CNN=N1. The value obtained for the LUMO energy is 0.91 eV.

---

It is two that is the least stable of them.

---

--- one ---
Molecular formula: C11H23N3O3
Method: DFT, wB97M-V/def2-TZVPD

```
! RIJCOSX wB97M-V def2-TZVPD def2/J DEFGRID3
* xyz 0 1
C -2.82671 -0.59616 0.74600
C -1.82365 0.57667 0.80693
C -3.12632 -0.78324 -0.74645
C -3.53335 0.56180 -1.37665
C -4.11047 -1.86337 -1.07057
C 0.60093 1.25455 0.70195
C 0.60249 2.36586 -0.36639
C 1.93637 0.54413 0.90024
C 2.28944 -0.32593 -0.31171
C 3.65490 -1.07451 -0.15098
C 4.89958 -0.15247 0.08241
H -4.20473 0.68025 1.35214
H -3.85560 -0.24620 2.57114
H -2.24634 -1.45870 1.08525
H -2.14840 -1.13001 -1.24075
H -2.81295 1.35430 -1.04983
H -3.54423 0.47125 -2.50588
H -4.55402 0.81841 -1.09292
H -3.70608 -2.82141 -0.61701
H -4.13962 -2.05662 -2.13680
H -5.10410 -1.71156 -0.70094
H -0.44018 -0.74401 0.32078
H 0.37002 1.82758 1.57406
H 1.75443 -0.10468 1.81510
H 2.63220 1.31323 1.20179
H 1.52773 -1.04515 -0.55700
H 2.34750 0.33335 -1.21129
H 3.93390 -1.67016 -1.07629
H 3.50172 -1.94165 0.61361
H 4.90919 0.24359 1.15227
H 4.90055 0.74797 -0.64464
H 6.51800 -1.30878 -0.72131
H 6.46888 -1.37731 0.85984
H -1.20170 2.78441 0.20329
N -3.96933 -0.30310 1.56213
N -0.55126 0.33105 0.47613
N 6.25067 -0.73975 0.05118
O -2.14350 1.70335 1.19466
O 1.52665 2.51816 -1.15453
O -0.58259 3.02486 -0.53896
*
```

The gap between HOMO and LUMO is 9.7 eV. The SMILES is CC(C)[C@H](N)C(=O)N[C@@H](CCCCN)C(=O)O. The value obtained for the LUMO energy is 0.37 eV.

---

--- two ---
Molecular formula: C11H23N3O3
Method: DFT, wB97M-V/def2-TZVPD

```
! RIJCOSX wB97M-V def2-TZVPD def2/J DEFGRID3
* xyz 0 1
C 0.67344 -0.64289 -0.17259
C -0.64638 0.12808 0.04508
C 1.95197 0.18860 -0.17362
C 3.19456 -0.71858 0.13141
C 4.70627 -0.13629 0.69556
C 5.18224 0.88858 -0.29767
C -2.95590 0.03343 -0.61313
C -3.36849 1.68191 -0.58537
C -3.93523 -0.69523 0.43719
C -5.41316 -0.63615 -0.25965
C -3.98951 -0.22902 1.81679
H 0.87106 -1.14372 -2.11157
H 1.68871 -2.31432 -0.84266
H 0.77450 -1.31745 0.82059
H 1.96779 0.83636 0.65330
H 2.16062 0.86949 -1.08012
H 2.76060 -1.64361 0.67397
H 3.25828 -1.40498 -0.79383
H 5.34836 -1.28337 0.66220
H 4.92107 -0.08775 1.96523
H 5.29034 0.12639 -1.20554
H 4.29033 1.49492 -0.33524
H 6.47173 2.16837 0.64467
H 7.15213 1.96527 -0.85925
H -1.30528 -1.29497 -1.07498
H -3.41431 -0.19144 -1.51114
H -3.54307 -1.78739 0.27437
H -5.37552 -0.82153 -1.32288
H -6.33022 -1.40871 0.06425
H -5.83421 0.25588 -0.08958
H -5.07120 0.68425 1.93603
H -2.77710 0.37683 2.24279
H -4.55611 -1.06418 2.42376
H -2.12111 1.92120 0.61462
N 0.68352 -1.69921 -1.33455
N 6.48654 1.54620 -0.22654
N -1.61893 -0.23309 -0.83787
O -0.62516 1.07381 0.90750
O -4.18428 1.86327 -1.44382
O -2.76891 2.65104 0.16230
*
```

The gap between HOMO and LUMO is 9.6 eV. The value obtained for the LUMO energy is 0.31 eV.

---

It is two that is the least stable of them.

---

--- one ---
Molecular formula: C9H17N3O
Method: DFT, wB97M-V/def2-TZVPD

```
! RIJCOSX wB97M-V def2-TZVPD def2/J DEFGRID3
* xyz 0 1
C -1.69253 -3.36291 0.14032
C -3.30991 -1.48680 0.24589
C -2.64028 -2.41249 -0.48531
C -2.91156 -0.74469 -1.80156
N -3.58680 -0.43429 -0.60782
N -2.43954 -1.97208 -1.76552
H -3.40752 -1.17906 1.31758
H -3.87405 0.45457 -0.23137
H -0.77220 -2.75856 0.33083
H -1.26818 -4.07774 -0.59139
H -2.86095 -0.00303 -2.55618
H -2.00570 -3.82543 1.09045
C 1.84792 0.70430 -0.68071
C 1.39918 -0.52237 0.05399
C 3.68198 1.32660 0.79544
C -0.00530 2.64747 0.11310
C 1.38206 2.55505 0.83831
O 1.56346 3.06159 1.90858
N 2.42172 1.75376 0.24850
H 2.69089 0.40053 -1.34258
H 1.10549 1.03732 -1.41355
H 1.58101 -1.58019 -0.19070
H 0.21000 -0.59465 0.06513
H 3.45117 0.51899 1.62216
H -0.54510 1.80221 0.58401
H 1.73065 -0.56901 1.06171
H 4.63838 1.08952 0.17937
H 4.09665 2.01832 1.54884
H -0.42619 3.62403 0.47734
H -0.05474 2.52907 -0.95481
*
```

The gap between HOMO and LUMO is 9.2 eV. The SMILES is CCN(C)C(C)=O.Cc1c[nH]cn1. The value obtained for the LUMO energy is 0.56 eV.

---

--- two ---
Molecular formula: C9H17N3O
Method: DFT, wB97M-V/def2-TZVPD

```
! RIJCOSX wB97M-V def2-TZVPD def2/J DEFGRID3
* xyz 0 1
C -2.19709 0.48423 -1.25057
C -1.96976 -0.16208 -2.64097
C -2.04364 2.83612 -1.34408
C 0.84821 0.32847 -1.24432
C 0.10509 1.57034 -1.23688
O 0.61477 2.67260 -1.06419
N -1.28780 1.60213 -1.02581
H -3.27428 0.71883 -1.36612
H -2.38745 -0.21488 -0.40731
H -0.93595 -0.54126 -2.84027
H -1.84714 0.75005 -3.27059
H -3.06233 2.68533 -1.63863
H 1.82964 0.63113 -1.65211
H -2.66326 -0.92649 -2.97842
H -2.13946 3.40164 -0.44093
H -1.57205 3.54902 -2.09687
H 1.14413 0.21320 -0.18468
H 0.45598 -0.61866 -1.50471
C 0.12871 -0.44896 2.75580
C 3.17286 -1.72560 1.32912
C 1.29196 -1.35036 2.33213
C 1.79970 -2.51098 2.85831
N 2.19803 -0.84248 1.39546
N 3.00565 -2.74335 2.20593
H 4.08591 -1.61590 0.77254
H 3.43808 -3.63773 2.33768
H 1.54733 -3.23254 3.60936
H -0.77660 -0.98382 2.50871
H 0.19750 0.51617 2.25269
H 0.29325 -0.40417 3.82973
*
```

The gap between HOMO and LUMO is 9.6 eV. The SMILES is CCN(C)C(C)=O.Cc1c[nH]cn1. The value obtained for the LUMO energy is 0.77 eV.

---

It is one that is the least stable of them.

---

--- one ---
Molecular formula: C3H6N3
Method: DFT, wB97M-V/def2-TZVPD

```
! RIJCOSX wB97M-V def2-TZVPD def2/J DEFGRID3
* xyz 1 1
C -0.76280 -1.23237 1.93938
C 1.09208 0.39982 -0.86710
C -0.17209 -1.25682 0.63704
N -1.58718 -0.89428 1.04807
N 0.41705 0.01467 0.24432
N -0.25775 0.91489 -0.76355
H -0.63597 -1.75579 2.87057
H 1.89627 1.04742 -0.64063
H 1.10621 -0.28545 -1.75160
H 0.23707 -2.21367 0.03347
H -0.60529 1.81523 -0.36849
H -0.97887 0.51266 -1.46809
*
```

The gap between HOMO and LUMO is 10.7 eV. The SMILES is C1=N[C@H]1N1C[NH2+]1. The value obtained for the LUMO energy is -3.73 eV.

---

--- two ---
Molecular formula: C3H6N3
Method: DFT, wB97M-V/def2-TZVPD

```
! RIJCOSX wB97M-V def2-TZVPD def2/J DEFGRID3
* xyz 1 1
C -2.47926 1.40801 -0.61080
C -1.35186 1.28164 -0.01961
C 1.00446 -0.58329 0.69401
N 2.83200 -1.79958 0.24629
N 2.10559 -0.87081 0.13310
N -0.11398 -0.75773 0.09384
H -2.94753 2.37340 -0.70520
H -2.95064 0.70214 -1.23142
H -0.67578 1.39797 0.78358
H 1.13551 0.07370 1.60207
H 3.64715 -1.82615 -0.35709
H -0.20564 -1.39929 -0.62878
*
```

The gap between HOMO and LUMO (alpha / beta) is 7.5 / 7.5 eV. The value obtained for the LUMO energy (alpha / beta) is -6.11 / -6.11 eV.

---

It is two that is the least stable of them.

---

--- one ---
Molecular formula: C3H6N3
Method: DFT, wB97M-V/def2-TZVPD

```
! RIJCOSX wB97M-V def2-TZVPD def2/J DEFGRID3
* xyz 1 1
C 0.33971 -1.21632 -1.20276
C 0.07300 0.81286 -0.57627
C -0.29150 0.27344 1.77822
N 0.22176 -1.28046 0.06640
N 0.26279 0.08968 -1.64449
N 0.00354 -0.01901 0.43470
H 0.54380 -2.00716 -1.96435
H -0.23099 1.90420 -0.72437
H -1.36026 0.15183 1.74855
H 0.03214 -0.51204 2.37099
H 0.03409 1.22327 2.24285
H 0.37193 0.57972 -2.52948
*
```

The gap between HOMO and LUMO is 12.2 eV. The SMILES is C[n+]1c[nH]cn1. The value obtained for the LUMO energy is -3.72 eV.

---

--- two ---
Molecular formula: C3H6N3
Method: DFT, wB97M-V/def2-TZVPD

```
! RIJCOSX wB97M-V def2-TZVPD def2/J DEFGRID3
* xyz 1 1
C -1.66465 -0.64783 -0.50368
C 1.61863 0.31628 0.95870
C 0.46731 -0.12810 0.03732
N -2.14526 -0.55194 -1.56310
N -0.84599 -0.73162 0.40417
N 0.64385 1.23603 0.29794
H -2.83199 -0.11768 -2.07381
H 1.72186 0.28054 1.99640
H 2.56985 0.26729 0.51689
H 0.61101 -0.63343 -0.97554
H -1.06490 -0.98736 1.45490
H 0.92028 1.69781 -0.55020
*
```

The gap between HOMO and LUMO is 10.2 eV. The SMILES is N=C=[NH+][C@@H]1CN1. The value obtained for the LUMO energy is -4.69 eV.

---

It is two that is the least stable of them.